A structure of composition C17H22N2OsS. Source: OMol25; level of theory: ωB97M-V with the def2-TZVPD basis set.

The calculation puts the total energy at -1258.8349 a.u. Its orbital gap is 6.88 eV.

Geometry as ORCA input:
```
! wB97M-V def2-TZVPD RIJCOSX def2/J DEFGRID3
* xyz 2 1
Os 0.177 -0.039 0.388
S -1.528 1.333 -0.388
N 0.878 -1.951 0.144
N -1.677 -1.054 0.371
C 1.836 -0.930 3.064
C 1.595 0.112 2.021
C 0.642 1.181 2.123
C -0.268 1.442 3.272
C -2.143 -2.273 0.675
C -4.311 -1.638 -0.108
C 2.339 0.310 0.787
C 1.851 1.469 0.134
C 1.582 -4.389 -0.403
C -3.462 -2.595 0.443
C 0.274 3.413 0.806
C 3.492 -0.509 0.310
C -3.836 -0.368 -0.409
C 0.863 2.061 0.991
C 1.183 -3.029 -0.098
C -2.507 -0.127 -0.145
C 2.334 2.044 -1.152
H 0.822 -4.849 -1.036
H 3.051 2.842 -0.946
H -5.349 -1.883 -0.293
H -1.446 -2.971 1.118
H 0.898 -1.260 3.507
H 0.099 3.653 -0.242
H 1.680 -4.957 0.521
H -4.467 0.404 -0.825
H 2.455 -0.515 3.862
H 1.009 4.130 1.185
H 0.263 2.035 4.021
H -0.646 3.548 1.367
H -1.150 1.997 2.961
H 3.556 -1.459 0.833
H -0.591 0.517 3.745
H 3.443 -0.689 -0.763
H -3.825 -3.581 0.693
H 2.834 1.297 -1.765
H 2.534 -4.378 -0.934
H 2.358 -1.794 2.661
H 1.516 2.473 -1.728
H 4.416 0.037 0.513
*
```

---

A cluster of 3 separate species, C6H9N in total. Source: OMol25; level of theory: ωB97M-V with the def2-TZVPD basis set.

The calculation puts the total energy at -288.5681 a.u. Its orbital gap is 8.44 eV.

Geometry as ORCA input:
```
! wB97M-V def2-TZVPD RIJCOSX def2/J DEFGRID3
* xyz 0 1
N -1.608 -0.411 -0.100
C -0.243 -1.268 -1.746
C 0.149 0.886 -0.647
C -0.920 -0.249 1.121
C 0.122 0.737 0.708
C -0.760 -0.113 -1.132
C 1.038 1.359 1.711
H 1.445 0.588 2.374
H -2.200 -1.228 -0.181
H 0.230 -1.618 -0.405
H 0.478 2.057 2.343
H -0.894 -2.122 -1.935
H 0.045 -1.352 0.626
H 0.615 -1.190 -2.411
H 0.875 1.416 -1.252
H 1.864 1.898 1.238
*
```